Density functional theory data (wB97M-V/def2-TZVPD) for a structure of composition C21H23MnN2O7 in a non-equilibrium geometry.

```
! wB97M-V def2-TZVPD RIJCOSX def2/J DEFGRID3
* xyz -1 2
Mn 1.285 1.069 0.134
O -0.784 1.458 -0.986
C -0.785 2.724 -1.637
C -0.318 3.793 -0.691
N 0.976 3.442 -0.123
C 1.084 3.865 1.270
C 0.195 2.989 2.128
O -0.385 3.478 3.093
O 0.140 1.768 1.718
C 2.114 3.885 -0.917
C 3.359 3.120 -0.487
O 4.444 3.695 -0.520
O 3.127 1.903 -0.145
H -1.304 1.513 -0.174
H -0.108 2.621 -2.484
H -1.778 2.967 -2.017
H -0.295 4.765 -1.198
H -1.042 3.868 0.123
H 2.112 3.712 1.599
H 0.829 4.916 1.409
H 1.931 3.646 -1.969
H 2.300 4.959 -0.829
C -3.465 0.218 2.063
C -2.814 -0.527 0.921
C -3.135 -0.209 -0.394
C -2.514 -0.864 -1.449
C -1.606 -1.877 -1.200
C -1.295 -2.224 0.114
N -0.423 -3.301 0.397
C 0.679 -3.714 -0.361
C 0.961 -5.072 -0.501
C 2.089 -5.495 -1.195
C 2.938 -4.568 -1.780
C 2.666 -3.212 -1.629
C 1.560 -2.777 -0.914
C 1.415 -1.311 -0.597
O 1.356 -0.460 -1.507
O 1.368 -0.974 0.627
C -1.867 -1.526 1.186
C -1.432 -1.810 2.606
H -4.210 0.920 1.687
H -2.730 0.783 2.647
H -3.960 -0.468 2.757
H -3.858 0.577 -0.591
H -2.742 -0.588 -2.475
H -1.134 -2.406 -2.020
H -0.732 -3.939 1.103
H 0.293 -5.799 -0.047
H 2.294 -6.556 -1.284
H 3.811 -4.892 -2.337
H 3.328 -2.466 -2.056
H -0.477 -2.333 2.618
H -2.171 -2.407 3.155
H -1.290 -0.878 3.159
*
```

Values from the calculation:
- Energy relative to the best compared isomer or geometry (same formula, charge and spin): 23.22 kcal/mol
- HOMO energy (alpha / beta): -5.28 / -4.82 eV
- Calculated total energy: -2601.37659 Eh